Record 1
DFT (the ωB97M-V functional and the def2-TZVPD basis) results for a single C4H7N3O molecule in a non-equilibrium geometry.

Molar mass ... 113.12 g mol⁻¹
HOMO ... -8.9 eV
Orbital gap ... 9.22 eV
E_LUMO ... 0.328 eV
Structure (SMILES) ... CC/N=c1\nc[nH]o1
Energy above the lowest of the compared OMol25 structures with the same formula, charge and spin ... 4.493 eV

```
15
C4H7N3O | the Open Molecules 2025 dataset | the ωB97M-V functional and the def2-TZVPD basis
C 2.6537 1.4966 -1.3564
C 1.6165 1.1165 -0.1600
C -0.4131 0.0633 -0.0461
C -0.8582 -1.8531 0.7877
H 2.3485 2.4350 -1.6876
H 3.7391 1.6603 -0.8025
H 2.5098 0.8278 -2.2104
H 1.9245 1.6494 0.6942
H 1.7336 -0.0315 0.1021
H -1.0162 -2.8694 1.0429
H -2.6873 -1.5002 0.2579
N 0.2062 1.0687 -0.5330
N 0.1624 -1.1564 0.3272
N -2.0514 -1.1107 0.8492
O -1.8457 0.1597 0.3436
```

List of Löwdin charges in e, atom by atom:
1 C -0.087
2 C -0.270
3 C -0.364
4 C -0.081
5 H 0.009
6 H 0.123
7 H 0.054
8 H 0.075
9 H 0.104
10 H 0.123
11 H 0.095
12 N 0.074
13 N 0.130
14 N 0.007
15 O 0.007

Record 2
DFT (the ωB97M-V functional and the def2-TZVPD basis) results for a single C4H12N2O2 molecule in a non-equilibrium geometry.

Molar mass ... 120.15 g mol⁻¹
HOMO ... -8.3 eV
Orbital gap ... 9.22 eV
E_LUMO ... 0.899 eV
Structure (SMILES) ... CC[C@H](O)[C@@H](N)ON
Energy above the lowest of the compared OMol25 structures with the same formula, charge and spin ... 6.536 eV

```
20
C4H12N2O2 | the Open Molecules 2025 dataset | the ωB97M-V functional and the def2-TZVPD basis
C 0.4078 0.9526 -0.8153
C 1.1394 -0.4500 -0.7424
C 1.7141 -0.8840 0.5961
O 0.7647 1.9038 0.1381
H 0.1477 1.7912 0.8804
H 1.8313 0.4395 -1.1445
H 0.4096 1.3778 -1.8228
H 1.2711 -1.0658 -1.6340
H -0.2940 -1.1808 -0.6800
H 2.5436 -0.2551 0.9171
H 2.0685 -1.9108 0.5234
H 0.9430 -0.8321 1.3633
N -1.3304 -0.0926 1.7827
C -1.3142 0.5294 -0.5318
O -1.5970 0.9363 0.7923
N -1.4671 -0.8248 -0.7615
H -1.8270 0.2653 2.5949
H -1.8374 -0.9143 1.4391
H -1.7006 -1.0044 -1.7295
H -1.8731 1.2187 -1.1655
```

List of Löwdin charges in e, atom by atom:
1 C -0.306
2 C -0.258
3 C -0.099
4 O -0.022
5 H 0.085
6 H 0.151
7 H 0.133
8 H 0.117
9 H 0.129
10 H 0.077
11 H 0.074
12 H 0.048
13 N 0.053
14 C -0.382
15 O -0.196
16 N 0.018
17 H 0.087
18 H 0.072
19 H 0.078
20 H 0.141

Record 3
DFT (the ωB97M-V functional and the def2-TZVPD basis) results for a molecular structure, C29H45MgN2PSbSe4.

Total charge ... -1
Molar mass ... 914.57 g mol⁻¹
HOMO ... -3.7 eV
Orbital gap ... 5.00 eV
E_LUMO ... 1.339 eV

```
83
C29H45MgN2PSbSe4 | the Open Molecules 2025 dataset | the ωB97M-V functional and the def2-TZVPD basis
Mg 0.7417 1.1591 -0.3413
C 4.3697 1.2431 -1.9784
C 3.9404 -0.1665 -2.2546
C 4.3944 -0.8494 -3.3815
C 3.9598 -2.1286 -3.6809
C 3.0552 -2.7664 -2.8438
C 2.5793 -2.1245 -1.7088
C 1.6309 -2.8012 -0.7642
C 3.0274 -0.8302 -1.4363
N 2.4306 -0.2029 -0.3037
C 3.0204 -0.0617 0.8064
C 4.4429 -0.4178 1.0941
C 2.1378 0.3714 1.9690
C 2.7974 0.6429 3.2822
N 0.8859 0.4718 1.7336
C -0.0415 0.5398 2.8158
C -0.9468 1.6127 2.9130
C -0.9946 2.7435 1.9279
C -1.8465 1.6066 3.9751
C -1.8804 0.5727 4.8961
C -1.0235 -0.5017 4.7446
C -0.1021 -0.5432 3.7027
C 0.7462 -1.7780 3.5425
H 4.9079 1.6537 -2.8305
H 5.0171 1.3115 -1.0995
H 3.5106 1.8869 -1.7899
H 5.0826 -0.3415 -4.0470
H 4.3199 -2.6279 -4.5719
H 2.7089 -3.7687 -3.0689
H 1.2943 -3.7559 -1.1694
H 0.7568 -2.1782 -0.5746
H 2.0969 -2.9886 0.2080
H 4.9116 -0.8564 0.2167
H 4.5022 -1.1210 1.9263
H 4.9905 0.4837 1.3761
H 3.5300 1.4349 3.1098
H 3.3268 -0.2296 3.6657
H 2.0791 0.9847 4.0226
H -0.0888 3.3500 1.9230
H -1.8524 3.3859 2.1233
H -1.1057 2.3973 0.8942
H -2.5379 2.4362 4.0651
H -2.5913 0.5933 5.7130
H -1.0752 -1.3401 5.4306
H 0.1814 -2.6532 3.8640
H 1.6519 -1.7341 4.1535
H 1.0505 -1.9377 2.5075
C -1.1415 -1.5967 -2.9941
C -1.9265 -1.6915 -1.6789
C -3.2482 -2.4291 -1.8904
P -1.9139 -0.0047 -0.8996
C -2.6778 1.1456 -2.1232
C -2.8749 2.5082 -1.4627
C -3.9410 0.7016 -2.8634
C -3.0408 -0.0959 0.5778
C -2.5963 -1.2749 1.4489
C -4.5579 -0.1037 0.3921
H -0.9040 -2.5964 -3.3681
H -0.2049 -1.0410 -2.8851
H -1.7266 -1.0868 -3.7606
H -1.3281 -2.2898 -0.9887
H -3.8938 -1.9091 -2.5966
H -3.8065 -2.5695 -0.9655
H -3.0433 -3.4221 -2.3026
H -1.8734 1.2782 -2.8516
H -3.7199 2.5055 -0.7667
H -3.0682 3.2643 -2.2249
H -1.9870 2.8626 -0.9394
H -4.7376 0.3760 -2.1935
H -3.7443 -0.1047 -3.5699
H -4.3244 1.5484 -3.4389
H -2.7883 0.8198 1.1227
H -2.9638 -2.2232 1.0502
H -2.9833 -1.1648 2.4652
H -1.5078 -1.3420 1.5172
H -4.8986 -0.9430 -0.2155
H -4.9174 0.8141 -0.0704
H -5.0389 -0.1894 1.3718
Se 2.2586 3.1773 0.5665
Sb 1.5148 4.2183 -1.5840
Se 0.7889 2.0059 -2.6442
Se -0.4701 5.5164 -1.0877
Se 3.2945 5.1594 -2.9033
```

List of Löwdin charges in e, atom by atom:
1 Mg 0.046
2 C -0.051
3 C -0.209
4 C -0.037
5 C -0.085
6 C -0.057
7 C -0.214
8 C -0.033
9 C -0.206
10 N 0.078
11 C -0.292
12 C 0.009
13 C -0.347
14 C -0.010
15 N 0.080
16 C -0.192
17 C -0.193
18 C -0.065
19 C -0.045
20 C -0.085
21 C -0.064
22 C -0.235
23 C -0.034
24 H 0.084
25 H 0.080
26 H -0.028
27 H 0.112
28 H 0.097
29 H 0.104
30 H 0.082
31 H 0.053
32 H 0.079
33 H 0.089
34 H 0.088
35 H 0.101
36 H 0.094
37 H 0.083
38 H 0.096
39 H 0.018
40 H 0.091
41 H 0.026
42 H 0.112
43 H 0.100
44 H 0.109
45 H 0.083
46 H 0.078
47 H 0.070
48 C -0.118
49 C -0.544
50 C -0.106
51 P 1.047
52 C -0.563
53 C -0.140
54 C -0.107
55 C -0.525
56 C -0.116
57 C -0.106
58 H 0.079
59 H 0.048
60 H 0.072
61 H 0.072
62 H 0.058
63 H 0.049
64 H 0.078
65 H 0.027
66 H 0.072
67 H 0.083
68 H -0.005
69 H 0.055
70 H 0.052
71 H 0.081
72 H 0.079
73 H 0.069
74 H 0.079
75 H 0.055
76 H 0.058
77 H 0.057
78 H 0.079
79 Se 0.054
80 Sb -0.285
81 Se 0.050
82 Se -0.232
83 Se -0.266